22
Properties=species:S:1:pos:R:3:mulliken_charge:R:1 method="wB97M-V/def2-TZVPD" relative_energy_kcal_mol=7.48 homo_energy_ev="-15.777 / -15.745" charge=+2 s2=0.756 largest_force_ev_per_a=3.31 spin_multiplicity=2 molar_mass_g_mol=235.50 energy_ha=-1466.99283
O -0.355 2.040 4.009 -0.13
H 3.590 1.004 1.435 0.32
Na -0.774 -4.003 -0.145 0.96
H 1.983 -1.422 2.921 0.28
H -0.643 1.258 -3.417 0.30
H 2.316 1.018 0.617 0.27
H -0.275 1.434 3.272 0.43
O -1.707 0.783 -0.928 -0.63
O 3.038 1.578 0.904 -0.58
O -2.476 -1.380 -2.900 -0.65
O -0.829 0.858 -4.267 -0.61
O -1.030 -1.129 0.387 -0.58
O 1.325 -0.747 3.087 -0.58
H -2.387 -0.652 -2.285 0.31
H -3.420 -1.522 -2.969 0.34
Na 2.555 -1.494 -2.284 0.96
H 0.979 -0.531 2.221 0.31
H -1.587 0.297 -4.108 0.34
H 0.079 1.592 4.736 0.43
Cl -0.640 0.134 -0.171 1.63
O 0.475 -0.013 -1.078 -0.57
O -0.219 0.893 0.963 -0.56